Computed, not measured: 9 unconnected molecules or ions with the total composition C30H81N3O18 in a non-equilibrium geometry, with ωB97M-V/def2-TZVPD.

XYZ file:
```
132
Properties=species:S:1:pos:R:3:forces:R:3:lowdin_charge:R:1
C -7.336 0.519 1.384 0.949 -1.009 -0.330 -0.101
O -7.585 0.646 -0.009 0.730 0.762 0.899 -0.209
C -7.481 2.002 -0.456 -0.683 -0.323 -1.754 -0.187
C -7.223 1.854 -1.984 -0.703 -0.136 0.366 -0.198
N -5.955 1.130 -2.110 -0.383 0.784 0.085 -0.050
C -5.639 0.771 -3.479 0.415 -0.708 -0.539 -0.192
C -4.133 0.746 -3.776 0.245 0.045 1.847 -0.204
O -3.752 2.109 -3.706 0.009 -0.145 -1.308 -0.179
C -2.409 2.355 -4.009 0.903 0.085 1.639 -0.117
H -6.434 1.045 1.713 -0.151 0.488 -0.218 0.069
H -7.036 -0.527 1.494 -0.532 -0.076 0.359 0.088
H -8.164 0.781 2.041 -0.226 0.035 -0.192 0.087
H -6.647 2.593 -0.078 0.020 -0.350 0.667 0.100
H -8.449 2.443 -0.203 0.182 0.580 -0.275 0.124
H -7.243 2.765 -2.586 0.514 0.383 0.565 0.119
H -8.084 1.318 -2.415 0.081 -0.435 0.130 0.114
H -6.124 0.309 -1.542 0.427 -0.222 -0.126 0.099
H -5.988 1.532 -4.180 -0.482 -0.049 0.158 0.120
H -6.123 -0.191 -3.690 0.164 0.026 -0.539 0.122
H -3.771 0.175 -4.638 -0.555 0.532 -0.616 0.121
H -3.581 0.257 -2.961 -0.313 -0.274 0.064 0.088
H -1.745 1.720 -3.397 -0.184 -0.320 -0.148 0.066
H -2.198 3.338 -3.579 -0.015 0.216 -0.630 0.097
H -2.064 2.251 -5.041 -0.555 0.119 -0.229 0.089
C 6.137 -2.496 -7.276 0.032 0.536 1.302 -0.114
O 4.967 -1.747 -7.061 -1.291 0.175 -0.905 -0.210
C 4.905 -1.031 -5.833 1.343 -0.831 -0.296 -0.216
C 3.753 -0.074 -5.794 -1.516 0.119 -1.530 -0.206
N 2.617 -0.573 -5.034 -0.258 0.053 0.845 -0.066
C 1.368 0.127 -5.327 0.687 -0.138 0.340 -0.212
C 0.203 -0.737 -4.875 -0.577 1.079 -2.076 -0.211
O 0.134 -1.823 -5.791 0.439 -0.763 -0.126 -0.183
C -1.026 -2.589 -5.640 -0.576 -0.968 1.903 -0.118
H 6.283 -3.190 -6.436 0.157 -0.091 -0.102 0.086
H 6.971 -1.784 -7.280 0.295 -0.367 -0.293 0.087
H 6.058 -3.075 -8.190 -0.098 0.241 -0.152 0.087
H 5.876 -0.531 -5.740 -0.078 0.196 0.388 0.119
H 4.816 -1.801 -5.057 0.030 0.325 0.444 0.123
H 3.368 0.057 -6.824 0.555 -0.222 -0.240 0.119
H 3.986 0.968 -5.559 0.314 -0.246 0.778 0.120
H 2.427 -1.547 -5.251 0.437 -0.022 -0.198 0.108
H 1.310 0.349 -6.403 -0.347 -0.092 -0.017 0.121
H 1.359 1.091 -4.808 -0.098 -0.047 0.069 0.106
H -0.712 -0.198 -5.162 -0.057 0.427 1.148 0.116
H 0.302 -0.977 -3.813 -0.292 -0.416 -0.061 0.118
H -1.034 -3.038 -4.633 0.083 0.075 0.124 0.082
H -1.111 -3.481 -6.257 0.560 0.438 -0.716 0.090
H -1.984 -2.057 -5.661 0.206 0.538 -0.506 0.082
C 0.715 1.846 -1.946 -0.822 -0.412 -1.058 -0.099
O -0.225 2.295 -0.992 0.584 0.234 -0.505 -0.211
C 0.315 3.028 0.092 -0.327 -0.787 0.755 -0.186
C 0.809 2.011 1.126 -0.395 0.873 0.645 -0.187
N -0.319 1.330 1.773 0.285 -0.293 -0.610 -0.041
C 0.070 0.530 2.927 -0.311 0.346 0.402 -0.207
C 1.248 -0.425 2.659 0.054 0.100 0.890 -0.210
O 1.459 -1.332 3.716 -0.432 -1.238 0.663 -0.188
C 1.995 -0.790 4.906 0.287 1.693 -1.326 -0.093
H 1.765 1.882 -1.658 -0.045 0.182 0.303 0.087
H 0.565 2.399 -2.879 0.332 0.407 0.105 0.080
H 0.452 0.828 -2.245 0.139 -0.204 0.420 0.078
H -0.563 3.579 0.445 0.411 0.204 0.463 0.116
H 1.118 3.733 -0.146 -0.106 -0.067 -0.464 0.127
H 1.339 2.529 1.932 0.176 0.073 -0.125 0.130
H 1.512 1.335 0.632 0.069 -0.086 0.024 0.091
H -0.715 0.690 1.086 -0.209 0.169 -0.054 0.107
H -0.836 0.026 3.283 0.217 -0.741 -0.499 0.120
H 0.186 1.182 3.802 0.799 0.255 -0.315 0.090
H 2.227 0.056 2.525 -0.374 0.530 -0.483 0.110
H 1.021 -1.022 1.774 0.112 0.035 -0.014 0.117
H 1.611 0.228 5.037 -0.570 -0.244 0.621 0.078
H 3.055 -0.535 4.782 0.315 -0.748 0.144 0.081
H 1.797 -1.434 5.749 -0.097 -0.088 0.033 0.079
C 4.732 -3.746 7.224 -0.924 -0.790 0.015 -0.245
C 5.694 -4.798 6.689 0.305 0.886 0.534 -0.246
O 6.183 -5.552 7.790 0.174 -0.150 -0.124 -0.068
O 3.965 -3.185 6.153 0.457 0.056 0.319 -0.076
H 5.274 -3.003 7.814 0.029 0.121 -0.180 0.122
H 4.045 -4.266 7.904 0.066 0.057 0.096 0.118
H 6.540 -4.225 6.297 0.071 -0.532 -0.389 0.121
H 5.232 -5.434 5.934 -0.004 0.171 -0.114 0.124
H 5.661 -6.355 7.866 -0.020 0.014 0.060 0.084
H 3.197 -2.790 6.572 -0.067 0.125 -0.227 0.056
C 6.043 0.532 3.112 0.413 0.595 2.083 -0.254
C 5.405 -0.669 2.444 0.481 0.828 -0.591 -0.252
O 6.338 -1.723 2.422 0.407 -0.304 0.092 -0.048
O 5.311 1.748 2.967 -0.315 -0.396 -0.618 -0.074
H 7.112 0.706 2.944 -0.151 -0.312 -0.994 0.120
H 6.065 0.384 4.202 -0.268 -0.294 -0.095 0.119
H 5.220 -0.385 1.400 -0.383 -0.110 0.004 0.112
H 4.455 -0.862 2.944 0.031 -0.408 -0.089 0.108
H 6.016 -2.558 2.766 -0.410 0.151 0.134 0.087
H 4.911 1.737 2.087 0.105 0.168 0.080 0.073
C 2.912 -3.067 -0.146 -2.261 -0.614 0.333 -0.256
C 3.041 -1.844 -1.011 1.685 1.609 0.058 -0.212
O 2.846 -0.666 -0.195 -0.564 -0.340 0.083 -0.103
O 3.347 -4.260 -0.771 0.267 0.390 -0.010 -0.046
H 1.832 -3.188 0.021 -0.101 -0.267 -0.513 0.118
H 3.154 -3.005 0.920 1.288 0.549 -0.248 0.122
H 2.414 -1.811 -1.904 -0.422 -0.413 0.271 0.114
H 4.057 -1.685 -1.402 0.162 -0.775 -0.050 0.119
H 2.898 0.094 -0.781 -0.037 -0.009 -0.067 0.058
H 4.268 -4.135 -1.025 0.007 -0.105 0.047 0.086
C -2.095 -2.698 -0.214 0.112 -0.465 -1.837 -0.203
C -2.957 -1.503 -0.482 -0.525 2.404 0.556 -0.226
O -2.166 -0.472 -1.105 0.777 -0.839 -0.134 -0.108
O -1.834 -3.316 -1.490 -0.020 -0.783 0.120 -0.086
H -2.586 -3.464 0.384 -0.123 0.156 0.095 0.122
H -1.108 -2.486 0.204 -0.302 0.547 0.437 0.111
H -3.398 -1.028 0.407 0.235 -0.484 0.354 0.117
H -3.820 -1.628 -1.143 0.093 -1.071 0.027 0.121
H -2.752 0.224 -1.416 -0.027 0.230 0.426 0.031
H -1.750 -2.655 -2.182 0.061 0.357 0.250 0.054
C -3.429 2.486 1.261 1.559 0.130 0.439 -0.240
C -3.797 3.961 1.305 -0.583 -0.471 -0.436 -0.231
O -4.601 4.288 0.186 -0.655 0.484 0.178 -0.072
O -3.003 2.097 -0.039 -0.274 0.071 0.077 -0.076
H -4.176 1.761 1.582 -0.497 0.390 -0.218 0.108
H -2.588 2.356 1.958 -0.071 -0.123 0.039 0.091
H -2.927 4.630 1.282 0.198 -0.371 0.032 0.117
H -4.310 4.163 2.253 -0.177 0.103 -0.192 0.111
H -4.657 3.541 -0.424 0.390 -0.101 0.077 0.061
H -2.158 2.529 -0.221 -0.057 -0.273 -0.170 0.055
C -3.329 3.047 5.265 -0.329 0.621 1.134 -0.235
C -1.978 2.368 5.257 -0.483 0.391 -0.848 -0.264
O -1.453 2.262 6.569 -0.124 -0.016 0.055 -0.047
O -3.175 4.447 5.487 -0.243 0.449 -0.581 -0.073
H -3.998 2.665 6.045 0.247 -0.377 0.069 0.122
H -3.899 2.961 4.341 0.421 -0.118 -0.261 0.102
H -1.373 3.038 4.639 0.291 -0.230 -0.062 0.123
H -2.057 1.407 4.743 0.149 -0.203 0.277 0.104
H -0.567 2.629 6.584 0.033 -0.058 -0.016 0.085
H -2.640 4.649 6.257 0.003 -0.453 0.196 0.080
```
Positions in Å, forces in eV/Å.

- Molar mass: 771.98 g/mol
- 2S+1: 1
- HOMO level: -8.83 eV
- Calculated total energy: -2709.85835 Ha
- F_max: 2.523 eV Å⁻¹
- Energy above the lowest of the compared OMol25 structures with the same formula, charge and spin: 242.2 kJ/mol
- Gap between HOMO and LUMO: 9.1 eV